# 1
# C4H9N

One molecule with the formula C4H9N (wB97M-V/def2-TZVPD, the OMol25 dataset).

The calculation puts the frontier orbital gap at 10.096 eV. Its net charge is 0. The value obtained for the LUMO energy is 1.19 eV. The value obtained for the HOMO energy is -0.327 hartree. Its structure (SMILES) is C[C@H]1CN1C. The energy relative to the best compared isomer or geometry (same formula, charge and spin) is 29.5 kcal per mole.

Each line ends with the natural charge from an NBO analysis.
Atoms and positions in Å:
N -1.0959 -0.1507 -0.2010  -0.401
C -0.1857 -0.1644 0.9402  -0.074
C 1.2875 -0.5086 0.9205  -0.631
C -0.6191 -0.3324 -1.5559  -0.417
C -0.6678 1.1143 0.3437  -0.257
H 0.2026 0.3836 -1.7873  0.162
H -0.3321 -1.3758 -1.7350  0.199
H 0.0543 1.5989 -0.3330  0.174
H -1.4536 -0.0798 -2.2185  0.205
H -1.4031 1.7676 0.8078  0.200
H 1.8038 -0.0736 0.0605  0.209
H 1.4525 -1.5912 0.9163  0.211
H -0.6974 -0.5717 1.8158  0.199
H 1.7600 -0.1092 1.8279  0.221

# 2
# C2H2F2LiOTl

C2H2F2LiOTl as an isolated structure (wB97M-V/def2-TZVPD, the OMol25 dataset).

The calculation puts the frontier orbital gap at 12.075 eV. Its net charge is +2. The value obtained for the LUMO energy is -7.75 eV. The value obtained for the HOMO energy is -0.728 hartree. The energy relative to the best compared isomer or geometry (same formula, charge and spin) is 0.0 kcal per mole.

Each line ends with the natural charge from an NBO analysis.
Atoms and positions in Å:
Tl -3.5613 1.6478 -0.1111  0.997
F 1.2113 0.8513 -0.0845  -0.457
F -1.1943 0.7172 0.2162  -0.361
O 0.4417 -1.1381 -0.7144  -0.400
C 0.9356 -0.5244 0.3822  0.368
C -0.5082 -0.4731 0.2089  0.397
Li 2.3561 1.1420 -1.6778  0.991
H 1.5236 -1.0124 1.1605  0.258
H -1.2046 -1.2103 0.6200  0.207

# 3
# C17H35F3N2O6

A 2-piece molecular cluster, C17H35F3N2O6 overall (wB97M-V/def2-TZVPD, the OMol25 dataset).

The calculation puts the frontier orbital gap at 2.425 eV. Its net charge is 0. The value obtained for the LUMO energy is -1.58 eV. The value obtained for the HOMO energy is -0.147 hartree. The energy relative to the best compared isomer or geometry (same formula, charge and spin) is 90.5 kcal per mole.

Each line ends with the natural charge from an NBO analysis.
Atoms and positions in Å:
F -3.8278 0.8473 4.2522  -0.333
F -2.8691 2.7971 3.9425  -0.305
F -4.2502 1.9852 2.3943  -0.281
O 1.2179 -0.7242 1.2529  -0.507
O -0.2965 0.8890 1.0608  -0.498
O -1.0726 2.8189 1.9608  -0.727
O -0.7617 4.9516 -2.6061  -0.717
O 1.9924 -3.3449 -4.4242  -0.969
O -2.2944 1.7566 0.4226  -0.515
N -1.4352 1.4838 -2.2102  -0.637
N -1.0973 0.7187 3.7385  -0.504
C 2.7678 -2.2576 -4.5376  -0.184
C 4.1520 -2.4868 -1.0819  -0.596
C -3.2874 1.6793 3.2958  0.981
C -2.7071 0.5806 -0.2777  -0.084
C 1.3494 -2.1727 1.2214  -0.057
C 0.0197 -0.2974 1.7378  0.382
C -1.6096 2.7591 -2.9211  -0.230
C -2.1231 0.8968 2.6735  -0.194
C 0.1081 -0.0705 3.2453  -0.272
C 2.8115 -2.5278 1.0404  -0.256
C -1.5855 3.9620 -1.9864  0.090
C -2.9807 4.5208 -1.6540  -0.643
C -2.6537 0.8374 -1.7846  -0.240
C 1.9677 -3.7292 -1.1367  -0.647
C -1.4434 1.5734 1.4707  0.769
C 3.1541 -3.3100 -0.2541  -0.204
C 3.3146 -3.2750 2.2849  -0.587
H -1.0955 3.6352 -1.0705  0.146
H -2.5292 -0.0690 2.3949  0.261
H 3.1080 -1.7895 -3.5644  0.048
H -3.2825 4.1669 -0.6718  0.209
H -0.7380 -1.0713 1.5420  0.143
H 3.3666 -1.5931 1.0289  0.222
H 0.6943 -2.5669 0.4544  0.208
H 3.1272 -2.6626 3.1683  0.181
H 2.7723 -4.2090 2.4135  0.200
H 1.0118 0.4693 3.4971  0.251
H -3.7079 4.1638 -2.3739  0.209
H 3.7039 -1.5305 -1.3287  0.206
H 1.6121 -4.7152 -0.8426  0.195
H 3.7444 -2.3857 -5.0882  0.073
H -2.5360 2.7214 -3.4937  0.169
H -0.7996 1.6491 4.0368  0.466
H 0.9929 -2.5541 2.1832  0.142
H -0.8617 0.8628 -2.7545  0.391
H -2.1154 -0.2916 -0.0124  0.173
H 2.3196 -1.3698 -5.0725  0.064
H 3.6847 -4.2166 0.0307  0.189
H -2.7837 -0.1304 -2.2685  0.211
H 5.0478 -2.3333 -0.4791  0.181
H 4.3980 -3.0315 -1.9836  0.239
H -3.7442 0.3658 -0.0153  0.181
H -0.7777 2.8602 -3.6084  0.233
H 4.3735 -3.4832 2.1955  0.221
H -1.5052 0.2246 4.5288  0.450
H -0.5586 5.6136 -1.9475  0.462
H 0.1042 -1.0298 3.7467  0.234
H 1.1556 -3.0150 -1.1822  0.184
H -3.5333 1.4300 -2.0298  0.188
H -0.5675 3.2582 1.2697  0.511
H 2.3053 -3.8376 -2.1673  0.304
H -2.9463 5.6032 -1.6557  0.218